25
Properties=species:S:1:pos:R:3:forces:R:3 method="wB97M-V/def2-TZVPD" orbital_gap_ev=8.13 smiles=Clc1cccnc1N1CCNCC1 relative_energy_kcal_mol=86.3 e_lumo_ev=0.364 e_homo_ev=-7.76
Cl 1.9910 2.5354 -0.0143 1.9 -1.8 1.2
C 2.0156 0.6822 0.2617 3.0 1.2 -2.2
C 3.2118 0.0375 -0.1253 -3.1 -2.4 0.4
C 3.0122 -1.4037 -0.3499 3.6 0.8 -1.5
C 1.8861 -2.0831 -0.0785 -0.6 3.3 0.9
N 0.8341 -1.3583 0.3819 -0.5 -3.0 -0.1
C 0.8508 -0.0818 0.4526 -2.2 3.2 1.3
N -0.3115 0.6341 0.9299 -1.1 -1.6 -0.1
C -0.8308 1.8222 0.1894 2.7 -1.2 -2.6
C -1.9817 1.2518 -0.8175 0.7 1.8 2.4
N -1.8403 -0.0916 -1.1945 -0.7 -3.3 0.4
C -1.9803 -1.0806 -0.0785 -1.4 4.0 2.4
C -1.6043 -0.2156 1.2523 2.4 1.0 -1.4
H 4.2099 0.4200 -0.2317 -0.2 0.6 -0.3
H 3.8002 -1.9984 -0.9331 -0.7 1.1 1.3
H 1.8933 -3.1198 -0.2056 -0.8 -1.4 -0.1
H -1.0996 2.5514 0.9448 -0.6 0.3 -0.2
H 0.1478 2.2763 -0.4330 -4.0 -1.3 1.4
H -1.9734 2.0000 -1.6064 -0.7 -0.5 -0.4
H -2.9183 1.1923 -0.2034 0.4 1.0 -1.1
H -1.0735 -0.5588 -1.5892 1.8 1.3 -1.7
H -1.5218 -2.0239 -0.2557 0.9 -0.2 0.0
H -3.0076 -1.2745 0.1003 -1.4 -0.4 -0.1
H -1.3766 -0.7703 2.1514 -0.3 -0.3 0.1
H -2.3332 0.6569 1.4523 0.8 -2.1 0.0



25
Properties=species:S:1:pos:R:3:forces:R:3 method="wB97M-V/def2-TZVPD" orbital_gap_ev=9.08 smiles="C/N=C(/NC)Nc1cccc(Cl)c1" relative_energy_kcal_mol=2.3 e_lumo_ev=0.802 e_homo_ev=-8.28
C 3.0689 0.8175 -1.4722 -0.1 0.9 0.9
N 2.7204 -0.4515 -0.8939 0.5 -1.0 0.0
C 1.6363 -0.6127 -0.2572 -0.8 0.1 0.0
N 1.2000 -1.8741 0.1546 1.1 0.0 -1.3
C 0.7988 -2.0899 1.5103 -0.7 1.0 1.5
N 0.7784 0.4277 0.0789 -0.2 1.3 0.4
C -0.6218 0.5791 0.0392 0.0 -0.9 -0.2
C -1.2091 1.7787 0.5084 1.3 -0.9 -0.1
C -2.5779 1.9154 0.4625 0.5 0.3 0.5
C -3.3738 0.8968 -0.0084 -0.5 -0.3 -0.3
C -2.7991 -0.2929 -0.4615 0.5 1.2 0.7
Cl -3.7928 -1.5725 -0.9733 -0.6 -0.6 -0.4
C -1.4235 -0.4780 -0.4498 -0.4 1.0 0.0
H 2.2026 1.2542 -1.9844 0.0 0.4 0.3
H 3.4476 1.4953 -0.6244 -0.4 -0.5 -1.4
H 3.8361 0.7591 -2.2554 0.0 -0.4 0.5
H 1.9229 -2.4990 -0.1847 -0.2 -0.3 0.2
H 1.5300 -1.6939 2.2563 -0.3 -0.5 -0.4
H 0.5860 -3.1415 1.6980 0.2 0.0 -0.1
H -0.1503 -1.5463 1.7293 0.6 -0.4 -0.3
H 1.2556 1.3073 0.1916 0.1 0.0 -0.1
H -0.5521 2.5423 0.9520 -0.4 -0.3 -0.3
H -2.9878 2.8195 0.8941 -0.3 0.0 -0.2
H -4.4408 1.0553 -0.0324 -0.1 -0.3 0.0
H -1.0547 -1.3959 -0.8775 0.5 0.0 0.2



36
Properties=species:S:1:pos:R:3:forces:R:3 method="wB97M-V/def2-TZVPD" orbital_gap_ev="3.86 / 4.57" relative_energy_kcal_mol=0.0 multiplicity=6 e_lumo_ev="4.127 / 4.121" e_homo_ev="0.27 / -0.44" s2=8.76 total_charge=-2
Mn -11.0479 0.3253 -12.5321 -2.7 4.5 -0.7
F -12.9345 0.3242 -13.6705 0.5 -0.9 0.3
F -10.5575 2.1681 -13.3997 0.2 -0.8 -0.6
F -11.7454 1.6793 -11.0081 -0.1 -1.3 0.2
C -7.7723 0.8235 -9.5137 -3.9 -0.4 -4.6
F -7.2149 -0.3617 -9.7056 2.3 -0.7 0.7
F -8.9384 0.4806 -8.9193 0.3 1.0 1.2
F -7.0931 1.7318 -8.9241 1.3 0.3 2.1
S -8.2177 1.5001 -11.2415 -1.0 3.7 -3.7
O -9.1371 0.5120 -11.8689 3.3 -0.6 1.9
O -8.9086 2.7832 -11.0635 1.5 -1.8 1.3
O -6.9096 1.7122 -11.9715 -1.7 -1.6 2.0
O -11.2761 -1.3654 -11.2466 2.3 -4.7 3.0
C -10.7494 -2.3245 -10.6175 -2.9 3.9 -1.7
O -11.4005 -3.5484 -10.6208 1.3 0.1 -0.3
C -10.4412 -4.5391 -10.2044 -2.0 -1.2 0.7
C -9.4486 -3.8841 -9.3300 1.4 1.1 0.2
C -9.5796 -2.3812 -9.6515 1.0 -0.9 -0.3
H -10.0313 -5.1048 -11.0411 0.2 0.5 -0.3
H -10.9669 -5.2819 -9.6043 -0.5 -0.1 -0.2
H -8.4721 -4.2757 -9.6148 0.2 0.2 0.4
H -9.5643 -3.9496 -8.2481 -0.3 -0.8 -0.2
H -8.6129 -2.0782 -10.0536 -0.6 0.7 -0.4
H -9.7168 -1.8708 -8.6982 -0.4 0.6 -0.6
O -10.4852 -1.0749 -14.0913 -0.4 -3.0 -3.8
C -10.7249 -1.9292 -14.9680 1.4 2.4 5.0
O -11.1640 -1.6540 -16.2026 0.0 0.3 0.1
C -11.2667 -2.8475 -16.9640 -1.0 0.3 0.2
C -11.2756 -3.9063 -15.8996 -0.3 -2.2 -0.8
C -10.4771 -3.4546 -14.6997 -0.3 0.2 -2.1
H -10.5630 -2.7966 -17.7949 0.8 -0.5 0.5
H -12.2204 -2.9716 -17.4770 -0.4 0.8 0.1
H -11.1249 -4.8556 -16.4137 0.6 -0.4 0.4
H -12.2766 -4.0131 -15.4815 -0.4 0.3 -0.5
H -9.4189 -3.7082 -14.7643 0.1 0.4 0.0
H -10.9138 -3.9680 -13.8431 0.2 1.0 0.4



23
Properties=species:S:1:pos:R:3:forces:R:3 method="wB97M-V/def2-TZVPD" orbital_gap_ev=8.21 smiles="C=C[C@@]1(I)CCC(=C)[C@@]1(C)I" relative_energy_kcal_mol=0.8 e_lumo_ev=-0.575 e_homo_ev=-8.78
C -3.1343 0.6139 -0.0683 -1.2 -1.0 1.2
C -2.0935 -0.1274 0.2839 -0.3 0.2 -2.2
C -0.7498 0.0780 -0.3239 0.0 2.7 0.8
I -0.5027 -0.4577 -2.5627 -0.4 0.1 1.1
C -0.2517 1.7472 -0.3268 -0.2 -3.2 0.6
C 1.2867 1.4955 -0.2913 -0.9 1.3 -1.4
C 1.5504 0.0993 0.0504 2.3 -2.3 1.3
C 2.7796 -0.4234 0.2394 -0.5 1.8 -1.6
C 0.3318 -0.6836 0.3942 0.1 0.4 -0.5
C 0.3311 -2.2204 0.1770 -0.2 0.5 1.9
I 0.0478 -0.1114 2.5687 0.0 -0.3 -0.2
H -4.1481 0.3324 0.3101 1.0 0.6 -0.4
H -3.0248 1.4605 -0.7056 -0.1 0.5 -0.4
H -2.2116 -1.0005 0.8787 -0.2 -0.6 0.5
H -0.5974 2.3453 0.5478 0.0 -0.8 -0.6
H -0.7224 2.0630 -1.2507 0.5 0.7 0.0
H 1.8125 2.0997 0.4305 0.0 0.6 0.1
H 1.6927 1.6748 -1.2909 0.2 0.2 0.1
H 2.9228 -1.3908 0.6071 0.1 -1.4 0.5
H 3.6898 0.0903 -0.1009 -0.5 0.0 0.4
H -0.6579 -2.5035 -0.2243 0.5 -0.2 0.4
H 0.5499 -2.6863 1.1918 -0.4 0.2 -1.5
H 1.0990 -2.4949 -0.5339 0.1 0.0 -0.1